{"formula": "C16H16B2N4O6S2Sc", "method": "ωB97M-V with the def2-TZVPD basis set", "elements": ["Sc", "O", "C", "O", "C", "O", "O", "C", "N", "C", "C", "N", "B", "N", "C", "C", "N", "C", "C", "S", "C", "S", "H", "H", "H", "H", "H", "H", "H", "H", "H", "H", "H", "H", "O", "B", "O", "C", "C", "C", "C", "C", "C", "H", "H", "H", "H"], "positions_angstrom": [[1.42, 0.72, 1.43], [2.36, 0.69, 5.33], [2.34, 0.68, 4.12], [1.38, 1.13, 3.36], [3.52, 0.11, 3.25], [4.59, -0.17, 3.72], [3.16, 0.02, 1.99], [-1.46, 2.24, 4.43], [-2.07, 1.42, 3.40], [-3.03, 0.46, 3.60], [-3.33, -0.05, 2.39], [-2.57, 0.59, 1.45], [-2.65, 0.29, -0.07], [-1.63, -0.85, -0.49], [-1.62, -1.26, -1.80], [-0.60, -2.12, -1.99], [0.03, -2.24, -0.77], [1.22, -3.01, -0.48], [-0.63, -1.47, 0.14], [-0.15, -1.43, 1.80], [-1.77, 1.47, 2.08], [-0.64, 2.57, 1.39], [-2.05, 2.16, 5.34], [-1.43, 3.28, 4.09], [-0.44, 1.91, 4.62], [-3.41, 0.22, 4.58], [-4.04, -0.82, 2.11], [-2.37, 1.27, -0.69], [-3.76, -0.13, -0.30], [-2.34, -0.87, -2.51], [-0.24, -2.62, -2.87], [1.58, -3.45, -1.41], [1.00, -3.80, 0.24], [1.99, -2.36, -0.06], [0.59, 1.11, -1.76], [1.66, 0.61, -0.96], [2.56, 0.00, -1.88], [2.05, 0.13, -3.13], [2.56, -0.30, -4.34], [1.81, -0.02, -5.48], [0.60, 0.67, -5.40], [0.09, 1.10, -4.18], [0.84, 0.82, -3.05], [3.50, -0.83, -4.39], [2.18, -0.34, -6.45], [0.05, 0.87, -6.31], [-0.85, 1.62, -4.10]], "e_homo_ev": -5.4, "total_charge": -1, "e_above_lowest_ev": 0.094, "homo_lumo_gap_ev": 8.101, "e_tot_ha": -2896.99261}

---

{"formula": "C16H16BF4N7OS2Zr", "method": "ωB97M-V with the def2-TZVPD basis set", "elements": ["Zr", "C", "C", "N", "N", "C", "N", "S", "C", "C", "C", "C", "C", "N", "H", "H", "H", "H", "H", "H", "H", "H", "H", "N", "C", "S", "N", "N", "C", "C", "C", "C", "C", "C", "C", "O", "H", "H", "H", "H", "H", "H", "H", "F", "B", "F", "F", "F"], "positions_angstrom": [[-0.08, -0.26, 0.17], [0.99, 3.43, 2.87], [0.88, 2.33, 1.87], [0.12, 1.30, 1.99], [-0.67, 1.24, 3.10], [-1.21, 0.06, 3.28], [-2.03, -0.08, 4.34], [-0.93, -1.38, 2.33], [1.63, 2.41, 0.59], [2.55, 3.42, 0.34], [3.22, 3.43, -0.87], [2.95, 2.45, -1.81], [2.02, 1.48, -1.50], [1.37, 1.47, -0.33], [0.49, 3.15, 3.78], [0.53, 4.34, 2.48], [2.04, 3.65, 3.09], [-2.21, 0.72, 4.91], [-2.51, -0.94, 4.49], [2.74, 4.17, 1.09], [3.94, 4.21, -1.08], [3.45, 2.42, -2.76], [1.76, 0.69, -2.18], [-4.12, 1.68, 0.65], [-3.11, 0.91, 0.16], [-1.67, 1.75, -0.39], [-3.29, -0.37, 0.11], [-2.17, -0.99, -0.43], [-2.39, -2.03, -1.15], [-1.37, -2.70, -1.93], [-1.66, -3.95, -2.49], [-0.75, -4.59, -3.31], [0.46, -3.96, -3.60], [0.76, -2.72, -3.08], [-0.15, -2.07, -2.24], [0.15, -0.88, -1.72], [-4.08, 2.67, 0.53], [-5.03, 1.24, 0.74], [-3.42, -2.38, -1.20], [-2.61, -4.41, -2.26], [-0.98, -5.56, -3.72], [1.18, -4.46, -4.24], [1.70, -2.23, -3.29], [1.05, -2.28, 0.21], [2.40, -1.78, 0.53], [3.03, -1.42, -0.63], [1.98, -0.57, 1.24], [3.06, -2.64, 1.33]], "e_homo_ev": -8.0, "e_above_lowest_ev": 0.502, "homo_lumo_gap_ev": 7.362, "e_tot_ha": -2346.03539}

---

{"formula": "C16H16BMoNO6SSiTe", "method": "ωB97M-V with the def2-TZVPD basis set", "elements": ["Mo", "C", "Si", "C", "C", "C", "C", "C", "C", "N", "C", "S", "H", "H", "H", "H", "H", "H", "H", "H", "H", "H", "H", "H", "O", "C", "O", "C", "O", "O", "O", "B", "O", "C", "C", "C", "C", "C", "C", "H", "H", "H", "H", "Te"], "positions_angstrom": [[-0.65, 0.10, -1.55], [-1.73, -4.83, 1.52], [-0.09, -4.03, 2.02], [1.34, -4.92, 1.15], [0.12, -4.46, 3.87], [-0.08, -2.17, 1.88], [0.08, -1.32, 2.97], [0.04, 0.06, 2.78], [-0.20, 0.56, 1.52], [-0.37, -0.23, 0.44], [-0.27, -1.58, 0.62], [-0.38, -2.44, -0.87], [-1.70, -5.91, 1.69], [-1.92, -4.66, 0.46], [-2.56, -4.41, 2.09], [1.31, -5.99, 1.34], [2.31, -4.54, 1.49], [1.27, -4.76, 0.07], [0.12, -5.54, 4.01], [-0.69, -4.04, 4.47], [1.06, -4.07, 4.27], [0.23, -1.73, 3.96], [0.18, 0.74, 3.61], [-0.26, 1.62, 1.33], [0.86, -0.14, -5.37], [0.67, -0.03, -4.17], [-0.47, 0.05, -3.58], [1.85, 0.02, -3.14], [3.02, -0.05, -3.48], [1.42, 0.11, -1.92], [-0.12, 3.10, -0.47], [-0.42, 2.21, -1.55], [-0.50, 3.03, -2.72], [-0.32, 4.31, -2.34], [-0.32, 5.46, -3.11], [-0.09, 6.67, -2.45], [0.14, 6.72, -1.09], [0.15, 5.55, -0.32], [-0.08, 4.36, -0.96], [-0.50, 5.41, -4.17], [-0.09, 7.59, -3.03], [0.32, 7.68, -0.61], [0.35, 5.59, 0.75], [-3.05, 0.90, -1.41]], "e_homo_ev": [-0.3, -1.5], "s2": 2.215, "total_charge": -2, "e_above_lowest_ev": 0.000, "homo_lumo_gap_ev": [4.690, 5.849], "e_tot_ha": -2174.52312, "spin_multiplicity": 3}

---

{"formula": "C16H16BrF5NO2PdSSbSe5Si", "method": "ωB97M-V with the def2-TZVPD basis set", "elements": ["Pd", "F", "C", "C", "F", "C", "F", "C", "S", "C", "F", "C", "F", "Se", "Sb", "Se", "Se", "Se", "C", "C", "O", "O", "H", "H", "H", "C", "Si", "C", "C", "Se", "H", "H", "H", "H", "H", "H", "H", "H", "H", "Br", "C", "C", "C", "C", "C", "N", "H", "H", "H", "H"], "positions_angstrom": [[-0.28, -1.39, -1.46], [1.14, -1.29, 5.46], [0.95, -1.67, 4.19], [-0.28, -1.49, 3.58], [-1.29, -0.95, 4.29], [-0.47, -1.92, 2.29], [-1.67, -1.74, 1.72], [0.55, -2.53, 1.56], [0.30, -3.11, -0.07], [1.78, -2.70, 2.19], [2.79, -3.32, 1.57], [1.97, -2.29, 3.49], [3.14, -2.51, 4.12], [-0.39, -6.50, -4.92], [0.76, -4.30, -4.73], [0.39, -2.79, -2.89], [3.10, -4.93, -5.27], [0.00, -3.84, -7.02], [-3.17, -1.86, -4.48], [-2.38, -1.36, -3.29], [-2.52, -1.95, -2.18], [-1.55, -0.43, -3.45], [-4.20, -2.07, -4.19], [-2.70, -2.79, -4.81], [-3.12, -1.14, -5.29], [2.49, 3.11, 3.62], [1.22, 2.57, 2.33], [-0.43, 2.31, 3.23], [1.00, 4.03, 1.14], [1.88, 0.81, 1.20], [2.14, 4.03, 4.12], [3.45, 3.33, 3.16], [2.63, 2.35, 4.39], [-0.66, 3.20, 3.84], [-0.39, 1.45, 3.90], [-1.26, 2.17, 2.54], [0.68, 4.93, 1.69], [0.24, 3.83, 0.38], [1.94, 4.26, 0.63], [1.85, -0.47, -1.65], [0.21, 0.69, -1.53], [0.13, 1.74, -2.43], [-0.88, 2.65, -2.22], [-1.78, 2.45, -1.18], [-1.62, 1.36, -0.36], [-0.59, 0.52, -0.48], [0.82, 1.80, -3.27], [-0.97, 3.51, -2.88], [-2.60, 3.13, -1.01], [-2.33, 1.11, 0.43]], "e_homo_ev": [-1.7, -1.7], "s2": 6.052, "total_charge": -2, "e_above_lowest_ev": 4.988, "homo_lumo_gap_ev": [5.593, 3.821], "e_tot_ha": -16960.80665, "spin_multiplicity": 5}

---

{"formula": "C16H16ClN3O5S", "method": "ωB97M-V with the def2-TZVPD basis set", "elements": ["C", "N", "C", "N", "H", "H", "C", "C", "O", "C", "H", "H", "O", "C", "O", "C", "H", "H", "S", "C", "C", "C", "C", "C", "C", "H", "H", "Cl", "H", "H", "C", "O", "N", "C", "O", "C", "H", "H", "H", "H", "H", "H"], "positions_angstrom": [[4.21, 0.96, -1.66], [3.21, 0.57, -0.68], [2.23, 1.44, -0.31], [2.24, 2.66, -0.83], [2.83, 2.91, -1.60], [1.43, 3.23, -0.55], [1.24, 1.05, 0.61], [0.14, 1.95, 0.86], [0.10, 3.12, 0.46], [-1.06, 1.46, 1.67], [-1.06, 0.38, 1.78], [-1.06, 1.94, 2.65], [-2.27, 1.87, 1.04], [-2.35, 1.61, -0.26], [-1.45, 1.16, -0.92], [-3.74, 1.87, -0.79], [-4.15, 2.80, -0.41], [-3.74, 1.85, -1.88], [-4.82, 0.54, -0.14], [-3.64, -0.80, -0.20], [-3.19, -1.28, -1.42], [-2.21, -2.26, -1.46], [-1.70, -2.74, -0.27], [-2.15, -2.29, 0.96], [-3.14, -1.31, 0.99], [-3.50, -0.93, 1.93], [-1.73, -2.67, 1.88], [-0.47, -3.95, -0.32], [-1.85, -2.63, -2.40], [-3.60, -0.89, -2.34], [1.32, -0.26, 1.21], [0.58, -0.73, 2.06], [2.39, -1.06, 0.77], [3.32, -0.72, -0.16], [4.21, -1.46, -0.51], [2.48, -2.38, 1.38], [2.47, -2.28, 2.46], [1.63, -2.99, 1.07], [3.41, -2.84, 1.05], [4.78, 1.82, -1.30], [4.89, 0.11, -1.77], [3.75, 1.18, -2.62]], "e_homo_ev": -8.7, "e_above_lowest_ev": 0.000, "homo_lumo_gap_ev": 9.258, "e_tot_ha": -2018.24529}

---

{"formula": "C16H16ClNO5", "method": "ωB97M-V with the def2-TZVPD basis set", "elements": ["C", "H", "H", "H", "O", "C", "C", "C", "C", "C", "C", "H", "O", "C", "C", "H", "H", "C", "H", "H", "O", "C", "C", "C", "C", "C", "C", "Cl", "H", "N", "O", "O", "H", "H", "H", "H", "H", "H", "H"], "positions_angstrom": [[-5.65, -2.42, 0.54], [-4.61, -2.77, 0.48], [-6.26, -3.18, 1.03], [-6.03, -2.24, -0.47], [-5.76, -1.27, 1.35], [-5.10, -0.13, 0.98], [-5.27, 0.96, 1.82], [-4.64, 2.16, 1.52], [-3.85, 2.27, 0.40], [-3.67, 1.18, -0.44], [-4.30, -0.03, -0.15], [-4.18, -0.88, -0.80], [-2.88, 1.41, -1.54], [-2.52, 0.34, -2.39], [-1.45, -0.56, -1.78], [-1.20, -1.35, -2.49], [-1.81, -1.03, -0.86], [-0.20, 0.24, -1.45], [-0.45, 1.03, -0.73], [0.21, 0.70, -2.36], [0.75, -0.65, -0.89], [1.95, -0.20, -0.52], [2.38, 1.13, -0.61], [3.65, 1.49, -0.20], [4.51, 0.53, 0.31], [4.11, -0.80, 0.42], [2.84, -1.16, 0.01], [2.31, -2.79, 0.13], [4.79, -1.54, 0.82], [5.83, 0.90, 0.73], [6.55, 0.03, 1.16], [6.14, 2.07, 0.62], [3.98, 2.51, -0.28], [1.72, 1.88, -1.01], [-3.40, -0.25, -2.68], [-2.13, 0.83, -3.28], [-3.36, 3.20, 0.15], [-4.78, 3.01, 2.17], [-5.89, 0.85, 2.69]], "e_homo_ev": -8.4, "e_above_lowest_ev": 3.045, "homo_lumo_gap_ev": 8.016, "e_tot_ha": -1510.32986}

---

{"formula": "C16H16CoN2O2S", "method": "ωB97M-V with the def2-TZVPD basis set", "elements": ["Co", "O", "C", "C", "C", "C", "C", "C", "C", "N", "N", "C", "O", "C", "C", "C", "C", "C", "C", "H", "H", "H", "H", "H", "H", "H", "H", "H", "H", "C", "S", "C", "H", "H", "H", "H", "H", "H"], "positions_angstrom": [[-0.45, -0.45, 0.18], [0.90, -1.62, -0.31], [2.15, -1.58, 0.08], [2.92, -2.76, -0.01], [4.24, -2.80, 0.37], [4.87, -1.65, 0.85], [4.16, -0.48, 0.93], [2.81, -0.40, 0.57], [2.14, 0.88, 0.66], [0.88, 1.02, 0.59], [0.29, 2.25, 0.66], [-0.97, 2.17, 0.29], [-1.54, 1.10, -0.17], [-1.78, 3.41, 0.39], [-3.00, 3.48, -0.29], [-3.78, 4.61, -0.19], [-3.37, 5.68, 0.59], [-2.16, 5.61, 1.27], [-1.36, 4.48, 1.17], [2.42, -3.63, -0.40], [4.79, -3.73, 0.29], [5.91, -1.68, 1.14], [4.64, 0.42, 1.29], [2.76, 1.78, 0.80], [-3.31, 2.63, -0.89], [-4.72, 4.67, -0.73], [-3.99, 6.56, 0.68], [-1.83, 6.45, 1.88], [-0.41, 4.42, 1.68], [-2.62, -0.70, 2.80], [-0.84, -1.00, 2.55], [-0.78, -2.81, 2.63], [-2.86, -0.77, 3.86], [-3.20, -1.42, 2.23], [-2.82, 0.30, 2.44], [-1.62, -3.24, 2.08], [-0.80, -3.14, 3.66], [0.16, -3.12, 2.16]], "e_homo_ev": [-7.5, -7.7], "s2": 3.761, "homo_lumo_gap_ev": [7.896, 7.717], "e_tot_ha": -2660.26450, "spin_multiplicity": 4}

---

{"formula": "C16H16DyF6N5OS2", "method": "ωB97M-V with the def2-TZVPD basis set", "elements": ["Dy", "C", "C", "N", "C", "C", "S", "C", "C", "S", "C", "N", "C", "H", "H", "H", "H", "H", "H", "H", "H", "C", "C", "O", "C", "F", "F", "F", "C", "F", "F", "F", "H", "H", "H", "N", "C", "C", "N", "C", "C", "N", "H", "H", "H", "H", "H"], "positions_angstrom": [[0.38, 0.81, 1.18], [-2.62, -1.01, 3.11], [-1.16, -1.28, 3.08], [-0.27, -0.33, 3.21], [1.09, -0.84, 3.21], [1.08, -2.26, 2.82], [-0.57, -2.89, 2.82], [2.68, 1.16, 3.48], [3.62, 1.91, 4.11], [4.13, 3.20, 3.11], [3.07, 2.70, 1.89], [2.35, 1.63, 2.21], [3.00, 3.41, 0.58], [-2.81, 0.05, 3.28], [-3.07, -1.59, 3.92], [-3.09, -1.34, 2.18], [1.87, -2.94, 3.12], [4.05, 1.74, 5.09], [3.93, 3.25, 0.02], [2.88, 4.48, 0.74], [2.17, 3.06, -0.03], [-1.57, 3.47, -1.49], [-1.31, 2.40, -0.44], [-0.03, 1.84, -0.57], [-2.32, 1.23, -0.55], [-1.80, 0.13, 0.17], [-3.50, 1.49, -0.01], [-2.46, 0.81, -1.78], [-1.42, 3.05, 0.99], [-1.66, 2.05, 1.95], [-2.33, 3.97, 1.14], [-0.21, 3.52, 1.37], [-1.45, 3.02, -2.47], [-0.84, 4.27, -1.37], [-2.58, 3.88, -1.41], [3.26, -1.46, 5.74], [3.21, -1.10, 4.44], [2.10, -0.12, 4.07], [1.49, -1.27, 1.79], [2.89, -1.30, 1.43], [3.95, -1.44, 2.24], [4.03, -1.64, 3.61], [2.74, -0.97, 6.45], [3.98, -2.10, 6.03], [1.56, 0.15, 4.99], [3.03, -1.24, 0.36], [4.90, -1.48, 1.74]], "e_homo_ev": [-14.6, -14.6], "s2": 9.344, "total_charge": 2, "e_above_lowest_ev": 2.110, "homo_lumo_gap_ev": [8.343, 7.988], "e_tot_ha": -3248.50422, "spin_multiplicity": 6}

---

{"formula": "C16H16IN3O5", "method": "ωB97M-V with the def2-TZVPD basis set", "elements": ["O", "C", "N", "C", "C", "C", "I", "H", "H", "H", "H", "H", "H", "C", "C", "C", "C", "C", "C", "N", "O", "O", "H", "H", "H", "H", "H", "C", "C", "C", "C", "C", "C", "N", "O", "O", "H", "H", "H", "H", "H"], "positions_angstrom": [[-0.98, 1.70, 0.97], [-1.87, 2.37, 0.66], [-3.19, 1.97, 0.47], [-4.06, 3.12, 0.84], [-3.08, 4.18, 1.36], [-1.93, 3.89, 0.41], [-0.03, 4.77, 0.80], [-3.37, 1.18, 1.07], [-4.85, 2.89, 1.53], [-4.49, 3.45, -0.09], [-2.74, 3.76, 2.30], [-3.44, 5.18, 1.43], [-2.26, 3.96, -0.61], [-1.67, 0.31, -2.46], [-0.66, -0.21, -1.67], [0.11, -1.26, -2.15], [-0.14, -1.77, -3.41], [-1.15, -1.26, -4.20], [-1.92, -0.22, -3.72], [0.69, -2.87, -3.92], [1.56, -3.31, -3.18], [0.46, -3.28, -5.04], [-2.28, 1.13, -2.09], [-0.46, 0.20, -0.69], [0.91, -1.66, -1.53], [-1.34, -1.67, -5.18], [-2.72, 0.19, -4.33], [1.45, -2.40, 1.80], [2.37, -3.38, 2.13], [3.66, -3.03, 2.51], [4.00, -1.69, 2.55], [3.10, -0.70, 2.21], [1.82, -1.06, 1.83], [5.36, -1.32, 2.96], [6.14, -2.22, 3.23], [5.63, -0.13, 3.02], [0.44, -2.67, 1.51], [2.08, -4.42, 2.10], [4.37, -3.80, 2.76], [3.39, 0.34, 2.24], [1.10, -0.29, 1.57]], "e_homo_ev": -9.9, "e_above_lowest_ev": 0.522, "homo_lumo_gap_ev": 9.457, "e_tot_ha": -1457.27015}

---

{"formula": "C16H16N3O4", "method": "ωB97M-V with the def2-TZVPD basis set", "elements": ["C", "C", "C", "C", "C", "O", "N", "C", "O", "C", "H", "H", "H", "H", "H", "H", "H", "H", "H", "H", "N", "C", "C", "C", "C", "C", "C", "C", "N", "O", "O", "C", "C", "H", "H", "H", "H", "H", "H"], "positions_angstrom": [[2.22, -3.63, -2.59], [1.93, -2.60, -1.50], [3.22, -2.23, -0.75], [1.32, -1.33, -2.14], [0.73, -0.34, -1.11], [0.69, 0.86, -1.43], [0.29, -0.81, 0.08], [0.29, -2.12, 0.45], [-0.18, -2.51, 1.52], [0.90, -3.17, -0.50], [1.30, -3.90, -3.11], [2.93, -3.24, -3.33], [2.64, -4.55, -2.16], [3.01, -1.49, 0.04], [3.66, -3.12, -0.28], [3.95, -1.80, -1.44], [2.07, -0.81, -2.74], [0.50, -1.63, -2.81], [0.07, -3.63, -1.06], [1.37, -3.96, 0.11], [-6.16, 4.07, -0.84], [-5.20, 3.62, -0.35], [-3.99, 3.09, 0.22], [-3.65, 1.74, 0.04], [-2.45, 1.25, 0.52], [-1.54, 2.09, 1.22], [-0.28, 1.60, 1.72], [0.61, 2.34, 2.45], [1.54, 1.71, 3.27], [2.32, 2.35, 4.02], [1.55, 0.45, 3.21], [-1.93, 3.43, 1.45], [-3.13, 3.92, 0.94], [-4.35, 1.08, -0.49], [-2.15, 0.21, 0.36], [-0.04, 0.57, 1.44], [0.61, 3.43, 2.46], [-1.27, 4.08, 2.01], [-3.40, 4.97, 1.12]], "e_homo_ev": -5.4, "total_charge": -1, "homo_lumo_gap_ev": 6.753, "e_tot_ha": -1084.50479}

---

{"formula": "C16H16N4O2S", "method": "ωB97M-V with the def2-TZVPD basis set", "elements": ["C", "N", "C", "C", "N", "C", "O", "C", "C", "C", "C", "N", "C", "C", "C", "C", "C", "N", "C", "O", "H", "H", "H", "H", "S", "H", "C", "C", "H", "H", "H", "H", "H", "H", "H", "H", "H", "H", "H"], "positions_angstrom": [[4.40, -0.05, -4.60], [2.96, 0.03, -3.97], [2.50, 1.27, -3.57], [1.37, 1.25, -2.70], [0.39, 0.41, -3.25], [-0.17, -0.54, -2.49], [-0.65, -1.49, -2.93], [-0.48, -0.29, -1.09], [-0.55, -1.24, -0.13], [-0.73, -0.64, 1.27], [-0.84, 0.51, 1.13], [-1.16, 1.42, 2.11], [-1.30, 1.10, 3.41], [-1.50, 1.58, 4.59], [-1.78, 1.15, 5.73], [-1.42, -0.30, 5.89], [-1.23, -0.90, 4.87], [-1.04, -0.45, 3.57], [-0.98, -1.46, 2.54], [-0.67, -2.64, 2.70], [-1.27, -2.09, 4.74], [-1.53, -0.91, 6.80], [-1.85, 1.58, 6.66], [-1.40, 2.65, 4.40], [-0.87, 1.22, -0.50], [-0.43, -2.31, -0.16], [0.65, 0.10, -4.63], [1.94, -0.74, -4.98], [2.22, -1.66, -4.87], [2.29, -0.35, -5.99], [0.32, 0.74, -5.22], [-0.23, -0.78, -4.97], [0.90, 2.13, -2.62], [1.79, 1.04, -1.78], [3.46, 1.88, -3.18], [2.33, 1.80, -4.52], [4.89, 0.38, -3.98], [4.67, 0.47, -5.51], [4.59, -1.12, -4.91]], "e_homo_ev": -8.2, "e_above_lowest_ev": 13.332, "homo_lumo_gap_ev": 7.601, "e_tot_ha": -1386.56980}

---

no.,molar mass (u)
1,491.0
2,564.5
3,612.8
4,1112.3
5,397.8
6,337.8
7,359.3
8,635.0
9,457.2
10,314.3
11,328.4